Density functional theory data (wB97M-V/def2-TZVPD) for an isolated molecule of C6H12O in a non-equilibrium geometry.

Calculated values
frontier orbital gap: 10.3041 eV
highest occupied orbital energy: -9.21 eV

Element x y z (Å)
O -1.392 -0.812 -1.120
C 0.902 -0.407 -1.025
C -0.198 -0.963 -1.919
C 0.153 0.741 -0.334
C -1.126 0.040 -0.003
C -0.679 -0.624 1.675
C 0.776 1.356 0.890
H 0.208 -1.286 1.708
H 1.199 -1.169 -0.294
H 1.788 -0.052 -1.552
H 1.444 2.121 0.450
H -0.096 -2.020 -2.195
H -0.276 -0.380 -2.853
H 0.008 1.849 1.506
H 0.094 1.581 -1.035
H -1.565 -1.199 1.818
H 1.385 0.683 1.498
H -2.069 0.588 0.141
H -0.557 -0.048 2.645